Density functional theory data (wB97M-V/def2-TZVPD) for a 10-piece molecular cluster, C27H68O33S10 overall at a distorted geometry.

As for the orbital gap: 0.3798 Eh. As for the SMILES: CCOS(C)(=O)=O.CCOS(C)(=O)=O.CCOS(C)(=O)=O.CCOS(C)(=O)=O.CCOS(C)(=O)=O.CCOS(C)(=O)=O.CCOS(C)(=O)=O.O=S1(=O)OCCO1.O=S1(=O)OCCO1.O=S1(=O)OCCO1. The value obtained for the relative energy (zero: lowest compared OMol25 entry of this formula, charge and spin) is 650.2 kJ/mol. For the electronic energy, the calculation gives -205009.0947 eV. For the highest occupied orbital energy, the calculation gives -10.35 eV.

Structure (ORCA input):
```
! RIJCOSX wB97M-V def2-TZVPD def2/J DEFGRID3
* xyz 0 1
O -4.90 -2.33 -3.18
S -5.65 -1.88 -2.00
O -7.08 -1.97 -1.93
O -5.02 -2.73 -0.68
C -5.24 -2.27 0.65
C -5.53 -3.43 1.49
C -5.04 -0.14 -1.75
H -6.12 -1.63 0.56
H -4.36 -1.82 1.11
H -6.41 -3.99 1.19
H -5.61 -3.17 2.55
H -4.65 -4.07 1.37
H -5.08 0.29 -2.75
H -4.00 -0.10 -1.42
H -5.59 0.46 -1.03
O -4.05 0.83 1.19
S -3.77 2.28 1.11
O -3.29 2.85 -0.11
O -5.11 3.17 1.60
C -6.33 2.71 1.12
C -7.37 3.78 1.05
C -2.58 2.84 2.43
H -6.66 1.86 1.72
H -6.30 2.32 0.10
H -7.14 4.42 0.19
H -7.64 4.31 1.96
H -8.32 3.30 0.81
H -3.18 2.63 3.31
H -2.41 3.88 2.14
H -1.66 2.27 2.27
O 0.24 0.71 6.93
S 0.69 -0.72 6.95
O -0.10 -1.87 7.37
O 1.48 -1.03 5.46
C 2.39 0.00 4.97
C 1.84 0.50 3.62
C 2.22 -0.85 8.02
H 3.35 -0.49 4.79
H 2.61 0.84 5.63
H 1.70 -0.29 2.88
H 2.48 1.24 3.13
H 0.80 0.80 3.73
H 2.29 0.23 8.15
H 2.97 -1.28 7.36
H 2.05 -1.37 8.96
O 0.18 -0.10 -8.81
S -1.18 -0.09 -8.25
O -1.96 -1.29 -8.03
O -1.18 0.95 -6.95
C -0.38 2.02 -6.88
C 0.79 1.47 -6.05
C -2.17 1.03 -9.37
H -0.85 2.89 -6.43
H -0.01 2.33 -7.86
H 0.69 1.39 -4.97
H 1.66 2.07 -6.30
H 1.04 0.44 -6.29
H -2.00 0.70 -10.39
H -1.71 2.02 -9.33
H -3.20 1.13 -9.02
O 0.99 2.01 0.74
S 0.49 0.68 0.34
O -0.61 0.08 1.09
O 0.01 0.85 -1.31
C -1.19 0.31 -1.69
C -1.02 -0.40 -3.01
C 1.80 -0.59 0.27
H -2.03 0.96 -1.91
H -1.80 -0.18 -0.93
H -1.92 -0.84 -3.44
H -0.33 -1.24 -2.93
H -0.53 0.21 -3.76
H 2.79 -0.24 0.59
H 1.86 -0.90 -0.77
H 1.51 -1.41 0.93
O -0.74 5.76 3.31
S 0.34 6.56 2.75
O 1.53 6.95 3.55
O 0.75 5.98 1.23
C -0.29 5.29 0.55
C 0.03 5.88 -0.85
C -0.29 8.14 2.18
H -1.32 5.42 0.87
H -0.16 4.21 0.65
H -0.69 5.44 -1.54
H 1.04 5.69 -1.21
H -0.25 6.93 -0.85
H -0.67 8.71 3.02
H -1.14 7.86 1.56
H 0.51 8.66 1.66
O 0.15 -5.36 3.80
S 0.17 -4.18 2.99
O 1.42 -3.68 2.40
O -0.95 -4.52 1.77
C -1.15 -3.61 0.69
C -1.88 -4.40 -0.35
C -0.85 -2.94 3.81
H -0.17 -3.25 0.38
H -1.76 -2.77 1.03
H -1.90 -3.67 -1.16
H -2.82 -4.87 -0.06
H -1.28 -5.23 -0.72
H -0.50 -1.93 3.62
H -0.83 -3.19 4.87
H -1.89 -3.06 3.48
C 7.94 -0.79 1.70
C 7.67 -2.18 2.26
O 6.53 -2.64 1.59
S 5.53 -1.45 1.21
O 4.38 -1.29 2.15
O 5.33 -1.50 -0.22
O 6.59 -0.29 1.49
H 8.52 -0.79 0.78
H 8.47 -0.11 2.37
H 7.35 -2.11 3.30
H 8.49 -2.87 2.08
C 3.63 2.52 -1.83
C 4.74 1.68 -1.29
O 4.88 0.57 -2.18
S 3.66 0.44 -3.27
O 2.96 -0.87 -3.13
O 4.18 0.71 -4.59
O 2.81 1.73 -2.62
H 3.97 3.28 -2.54
H 3.01 2.87 -1.01
H 4.47 1.35 -0.28
H 5.77 2.04 -1.26
C 3.55 -6.92 -1.70
C 3.48 -7.03 -0.15
O 2.53 -6.05 0.21
S 2.34 -4.87 -0.90
O 2.80 -3.53 -0.51
O 1.09 -5.11 -1.60
O 3.53 -5.59 -1.87
H 2.70 -7.28 -2.29
H 4.46 -7.35 -2.10
H 4.40 -6.71 0.34
H 3.15 -8.03 0.13
*
```



Density functional theory data (wB97M-V/def2-TZVPD) for a 7-piece molecular cluster, C27H69ClO19S6Si overall.

As for the orbital gap: 0.3715 Eh. As for the SMILES: CC[C@H](Cl)[SiH2]CCCCCOC.CCOS(C)(=O)=O.CCOS(C)(=O)=O.CCOS(C)(=O)=O.CCOS(C)(=O)=O.CCOS(C)(=O)=O.CCOS(C)(=O)=O. For the electronic energy, the calculation gives -153429.8750 eV. For the highest occupied orbital energy, the calculation gives -9.60 eV.

Structure (ORCA input):
```
! RIJCOSX wB97M-V def2-TZVPD def2/J DEFGRID3
* xyz 0 1
C -0.95 4.58 2.29
C -1.21 4.63 0.76
C -2.30 3.64 0.29
Cl -1.72 1.93 0.43
Si -2.82 3.92 -1.52
C -3.95 2.58 -2.18
C -5.45 2.71 -1.78
C -5.71 3.11 -0.32
C -7.21 3.13 0.03
C -7.88 4.46 -0.35
O -7.41 5.48 0.52
C -7.87 6.75 0.12
H -1.73 5.14 2.84
H 0.02 5.01 2.54
H -0.97 3.55 2.65
H -0.28 4.43 0.22
H -1.55 5.65 0.49
H -3.18 3.71 0.95
H -1.59 4.05 -2.34
H -3.55 5.21 -1.54
H -3.57 1.58 -1.90
H -3.87 2.62 -3.28
H -5.95 3.42 -2.47
H -5.94 1.73 -1.94
H -5.19 2.40 0.35
H -5.32 4.12 -0.10
H -7.35 2.96 1.11
H -7.73 2.31 -0.50
H -7.63 4.73 -1.40
H -8.98 4.41 -0.28
H -8.98 6.78 0.14
H -7.54 6.99 -0.90
H -7.46 7.49 0.81
O 0.04 -2.39 -1.26
S 1.03 -1.45 -0.82
O 1.35 -0.34 -1.66
O 2.36 -2.22 -0.43
C 2.88 -3.18 -1.39
C 3.58 -2.52 -2.55
C 0.61 -0.88 0.79
H 2.07 -3.83 -1.72
H 3.57 -3.79 -0.81
H 2.88 -1.97 -3.18
H 4.07 -3.28 -3.15
H 4.34 -1.82 -2.19
H 0.37 -1.74 1.40
H -0.24 -0.22 0.68
H 1.46 -0.33 1.21
O 3.30 -5.87 -2.93
S 3.07 -7.15 -3.54
O 2.60 -8.23 -2.73
O 4.37 -7.59 -4.34
C 5.67 -7.40 -3.71
C 5.96 -8.41 -2.62
C 2.01 -6.97 -4.93
H 5.72 -6.38 -3.33
H 6.37 -7.50 -4.53
H 5.31 -8.28 -1.76
H 6.99 -8.29 -2.28
H 5.82 -9.43 -2.99
H 2.38 -6.17 -5.56
H 1.02 -6.72 -4.54
H 1.97 -7.91 -5.46
O -11.42 7.26 -0.50
S -12.69 7.47 -1.13
O -13.44 8.65 -0.82
O -13.59 6.18 -0.91
C -13.71 5.67 0.44
C -14.68 6.48 1.28
C -12.52 7.34 -2.88
H -12.71 5.64 0.89
H -14.06 4.65 0.31
H -14.30 7.48 1.47
H -14.83 5.98 2.24
H -15.64 6.57 0.77
H -11.98 6.42 -3.11
H -11.96 8.21 -3.20
H -13.51 7.34 -3.32
O 2.29 4.64 0.06
S 3.30 3.66 -0.24
O 3.94 2.98 0.84
O 4.40 4.35 -1.17
C 4.93 5.62 -0.75
C 5.97 5.48 0.35
C 2.69 2.49 -1.39
H 4.10 6.27 -0.44
H 5.37 6.04 -1.65
H 5.52 5.13 1.28
H 6.43 6.45 0.53
H 6.74 4.77 0.05
H 2.23 3.02 -2.22
H 1.95 1.88 -0.88
H 3.52 1.87 -1.73
O 9.73 -8.91 1.08
S 8.31 -9.03 1.27
O 7.43 -8.57 0.23
O 7.91 -8.38 2.65
C 8.32 -7.00 2.89
C 7.45 -6.01 2.16
C 7.90 -10.69 1.67
H 9.37 -6.90 2.63
H 8.23 -6.88 3.97
H 7.58 -6.07 1.08
H 7.70 -4.99 2.48
H 6.40 -6.19 2.37
H 8.55 -11.03 2.48
H 8.07 -11.29 0.78
H 6.86 -10.73 1.96
O 5.85 -2.88 2.30
S 6.15 -2.27 3.57
O 6.96 -2.98 4.51
O 4.79 -1.84 4.27
C 3.74 -2.84 4.35
C 3.99 -3.84 5.46
C 6.81 -0.66 3.32
H 3.63 -3.32 3.38
H 2.84 -2.26 4.54
H 4.85 -4.47 5.24
H 3.11 -4.48 5.57
H 4.18 -3.33 6.40
H 6.16 -0.12 2.64
H 7.80 -0.79 2.89
H 6.88 -0.16 4.28
*
```